[1]
The following is a quantum chemistry calculation of a 5-piece molecular cluster, C36H42ClF33N3O7P overall in a non-equilibrium geometry, from the Open Molecules 2025 dataset.

Geometry (Å):
C 2.459 3.694 1.881
C 1.214 2.881 1.517
O 0.134 3.253 1.806
N 1.363 1.637 0.811
C 1.411 0.514 1.795
C 0.870 -0.827 1.237
C -0.631 -0.719 0.814
C -1.519 -1.869 1.374
C -2.217 -1.588 2.726
C -1.411 -0.524 3.483
N -0.963 0.142 4.263
O -3.526 -1.091 2.623
C -3.678 -0.041 1.679
C -5.140 0.522 1.811
C -5.891 -0.025 3.051
C -5.185 2.062 1.765
C -4.289 2.751 2.843
C -4.945 2.624 0.336
C -2.378 -2.900 3.613
F -1.365 -3.793 3.406
C -3.701 -3.486 3.203
N -4.743 -3.804 2.960
P -2.501 -2.675 5.510
O -0.959 -2.281 5.996
Cl -3.703 -1.010 5.913
H 2.144 4.715 2.118
H 3.178 3.675 1.048
H 2.956 3.272 2.759
H 2.293 1.673 0.396
H 2.468 0.361 2.073
H 0.889 0.843 2.703
H 0.887 -1.540 2.085
H 1.502 -1.266 0.460
H -1.039 0.286 0.971
H -0.630 -0.870 -0.278
H -2.286 -2.078 0.612
H -0.881 -2.764 1.386
H -2.964 0.789 1.798
H -3.600 -0.380 0.632
H -5.714 0.154 0.942
H -6.079 -1.105 2.988
H -5.425 0.251 4.002
H -6.891 0.445 3.028
H -6.225 2.344 2.012
H -3.967 2.006 3.588
H -3.373 3.102 2.339
H -4.791 3.594 3.328
H -3.944 2.387 -0.048
H -5.101 3.714 0.371
H -5.748 2.225 -0.302
H -0.389 -2.280 5.210
F 6.607 7.003 3.794
C 6.915 8.153 4.428
F 8.247 8.125 4.677
C 6.152 8.318 5.743
F 6.534 7.383 6.641
F 6.525 9.522 6.263
C 4.616 8.334 5.655
O 3.924 7.118 5.912
C 3.784 6.194 4.889
F 4.103 6.753 3.704
F 2.472 5.887 4.825
C 4.562 4.903 5.154
F 5.866 5.145 5.385
F 4.487 4.090 4.070
H 6.714 8.992 3.756
H 4.288 8.993 6.459
H 4.264 8.812 4.740
H 4.155 4.378 6.020
F -0.128 -3.946 -3.840
C 0.523 -3.408 -2.790
F -0.204 -3.698 -1.680
C 0.680 -1.893 -2.913
F -0.520 -1.276 -2.851
F 1.375 -1.486 -1.812
C 1.451 -1.373 -4.139
O 0.694 -0.944 -5.264
C 0.253 -1.890 -6.178
F 0.881 -3.065 -5.978
F 0.637 -1.453 -7.395
C -1.271 -2.034 -6.182
F -1.747 -2.317 -4.954
F -1.641 -3.049 -7.001
H 1.499 -3.893 -2.694
H 1.950 -0.465 -3.801
H 2.259 -2.046 -4.429
H -1.744 -1.113 -6.528
F 6.078 -3.063 -0.039
C 4.961 -2.896 0.695
F 3.915 -2.871 -0.173
C 4.981 -1.600 1.506
F 4.953 -0.518 0.694
F 3.820 -1.569 2.219
C 6.127 -1.438 2.520
O 7.267 -0.690 2.120
C 8.262 -1.320 1.384
F 8.095 -2.656 1.418
F 9.425 -1.064 2.017
C 8.367 -0.778 -0.044
F 7.186 -0.857 -0.690
F 9.265 -1.506 -0.746
H 4.837 -3.762 1.351
H 5.707 -0.852 3.338
H 6.408 -2.390 2.974
H 8.686 0.266 -0.035
F -6.750 -3.723 -9.832
C -6.501 -5.042 -9.965
F -7.510 -5.564 -10.705
C -6.429 -5.761 -8.618
F -7.633 -5.757 -8.005
F -6.142 -7.067 -8.887
C -5.358 -5.271 -7.628
O -5.757 -4.350 -6.620
C -5.818 -3.000 -6.929
F -5.194 -2.764 -8.100
F -5.101 -2.361 -5.981
C -7.246 -2.450 -6.902
F -8.060 -3.150 -7.716
F -7.252 -1.165 -7.327
H -5.569 -5.170 -10.523
H -5.059 -6.156 -7.066
H -4.450 -4.943 -8.137
H -7.653 -2.492 -5.890

Values from the calculation:
SMILES string: CC(=O)NCCCC[C@@](C#N)(OC[C@@H](C)C(C)C)[C@](F)(C#N)P(O)Cl.FC(F)C(F)(F)COC(F)(F)C(F)F.FC(F)C(F)(F)COC(F)(F)C(F)F.FC(F)C(F)(F)COC(F)(F)C(F)F.FC(F)C(F)(F)COC(F)(F)C(F)F
Net charge: 0
Electronic energy (eV): -168302.550
Gap between HOMO and LUMO (eV): 9.4

=====

[2]
The following is a quantum chemistry calculation of C36H43MoN6O2Se2 as an isolated structure, from the Open Molecules 2025 dataset.

Geometry (Å):
Mo -0.735 -0.025 -0.550
C -3.738 0.693 -0.854
N -2.624 0.558 -1.798
C -2.341 1.824 -2.478
C -1.793 2.797 -1.483
C -2.004 4.158 -1.583
C -1.417 5.004 -0.656
C -0.643 4.440 0.343
C -0.490 3.067 0.383
N -1.057 2.236 -0.506
C -2.928 -0.487 -2.781
C -1.669 -0.986 -3.415
C -1.643 -1.437 -4.721
C -0.473 -1.989 -5.222
C 0.624 -2.062 -4.386
C 0.520 -1.554 -3.103
N -0.598 -1.017 -2.605
C -3.759 -0.506 0.046
C -4.921 -0.960 0.644
C -4.857 -2.041 1.509
C -3.624 -2.628 1.733
C -2.511 -2.121 1.087
N -2.561 -1.078 0.249
H -4.697 0.810 -1.374
H -3.571 1.588 -0.251
H -3.233 2.227 -2.973
H -1.583 1.627 -3.243
H -2.615 4.545 -2.388
H -1.558 6.075 -0.717
H -0.151 5.049 1.089
H 0.125 2.603 1.139
H -3.639 -0.130 -3.534
H -3.398 -1.320 -2.253
H -2.532 -1.360 -5.331
H -0.426 -2.353 -6.239
H 1.565 -2.485 -4.711
H 1.368 -1.588 -2.443
H -5.860 -0.464 0.435
H -5.749 -2.414 1.993
H -3.513 -3.474 2.398
H -1.535 -2.548 1.251
O 4.096 2.973 -2.015
C 4.909 1.817 -2.032
C 4.087 0.599 -2.452
C 5.110 -0.527 -2.712
O 4.454 -1.733 -3.080
C 3.141 0.120 -1.352
Se 1.504 1.186 -1.222
C 3.344 0.844 -3.777
Se 1.573 1.652 -3.556
H 4.648 3.744 -1.852
H 5.340 1.627 -1.041
H 5.739 1.937 -2.740
H 5.730 -0.672 -1.823
H 5.767 -0.218 -3.531
H 4.802 -2.461 -2.559
H 3.623 0.185 -0.375
H 2.887 -0.918 -1.531
H 3.196 -0.101 -4.296
H 3.922 1.517 -4.409
C 0.583 -1.753 0.101
C 1.049 -2.022 1.487
C 0.745 -3.198 2.182
C 1.255 -3.460 3.442
C 2.115 -2.548 4.048
C 2.438 -1.367 3.377
C 1.897 -1.109 2.134
C 2.643 -2.802 5.359
N 3.054 -3.006 6.413
H 0.021 -2.618 -0.280
H 1.486 -1.708 -0.509
H 0.133 -3.954 1.702
H 1.011 -4.383 3.953
H 3.111 -0.659 3.844
H 2.130 -0.173 1.636
C -2.245 1.550 4.388
C -0.989 0.706 4.131
C 0.256 1.415 4.677
C -1.140 -0.686 4.757
C -0.851 0.537 2.674
N -0.801 0.433 1.531
H -2.374 1.676 5.464
H -3.133 1.059 3.989
H -2.156 2.538 3.935
H 0.146 1.547 5.753
H 0.379 2.398 4.221
H 1.152 0.825 4.492
H -1.229 -0.583 5.839
H -0.275 -1.311 4.537
H -2.036 -1.184 4.382

Values from the calculation:
Net charge: +1
Electronic energy (eV): -183609.050
Gap between HOMO and LUMO (eV): 6.5

=====

[3]
The following is a quantum chemistry calculation of C36H43MoN7Te as an isolated structure in a non-equilibrium geometry, from the Open Molecules 2025 dataset.

Geometry (Å):
Mo -0.485 -0.527 -0.610
C 2.658 1.982 -2.252
C 1.502 1.394 -1.516
N 1.032 0.171 -1.751
C 1.620 -0.563 -2.850
C 0.715 -1.758 -3.130
N 0.194 -2.285 -1.861
C 1.149 -3.122 -1.111
C 1.939 -2.318 -0.074
N 1.045 -1.460 0.709
C 0.406 -2.126 1.855
C -0.923 -1.429 2.252
N -1.186 -0.366 1.312
C -1.614 0.816 1.712
C -2.404 1.093 2.943
C -1.097 1.867 0.894
C -1.130 3.240 1.146
C -0.167 4.048 0.560
C 0.805 3.481 -0.247
C 0.714 2.123 -0.582
N -0.276 1.347 -0.061
H 3.517 1.311 -2.244
H 2.958 2.922 -1.805
H 2.404 2.169 -3.298
H 2.649 -0.880 -2.625
H 1.671 0.065 -3.747
H 1.250 -2.533 -3.695
H -0.143 -1.421 -3.725
H -0.598 -2.882 -2.106
H 1.855 -3.614 -1.788
H 0.581 -3.909 -0.612
H 2.662 -1.672 -0.580
H 2.501 -3.014 0.561
H 1.612 -0.706 1.105
H 1.086 -2.120 2.713
H 0.228 -3.168 1.598
H -0.818 -1.017 3.259
H -1.740 -2.158 2.254
H -3.352 1.546 2.655
H -1.895 1.804 3.589
H -2.622 0.190 3.501
H -1.867 3.645 1.819
H -0.156 5.108 0.757
H 1.620 4.083 -0.613
C -2.836 3.231 -4.499
C -3.896 2.485 -4.004
C -3.681 1.529 -3.036
C -2.390 1.274 -2.547
C -1.330 2.020 -3.061
C -1.559 2.995 -4.017
N -2.191 0.225 -1.623
N -3.305 -0.340 -1.347
C -3.262 -1.508 -0.686
C -4.486 -2.189 -0.527
C -4.485 -3.466 -0.023
C -3.265 -4.050 0.302
C -2.071 -3.354 0.156
C -2.002 -2.043 -0.321
H -3.000 3.966 -5.272
H -4.893 2.649 -4.378
H -4.508 0.955 -2.653
H -0.324 1.836 -2.731
H -0.727 3.573 -4.390
H -5.400 -1.704 -0.830
H -5.402 -4.021 0.100
H -3.236 -5.068 0.661
H -1.171 -3.893 0.426
C 3.163 1.892 9.411
C 2.926 1.706 7.958
C 3.553 2.499 7.001
C 3.284 2.357 5.652
C 3.965 3.248 4.664
C 2.338 1.401 5.237
Te 1.851 1.224 3.206
C 1.699 0.590 6.191
C 0.656 -0.405 5.793
C 2.016 0.739 7.524
H 3.950 2.614 9.604
H 3.421 0.948 9.887
H 2.246 2.241 9.885
H 4.260 3.251 7.321
H 4.704 3.877 5.152
H 3.230 3.892 4.179
H 4.465 2.672 3.886
H 1.044 -1.096 5.044
H -0.211 0.115 5.381
H 0.337 -0.974 6.660
H 1.529 0.111 8.254

Values from the calculation:
Net charge: +2
Electronic energy (eV): -57596.024
Multiplicity: 3
Gap between HOMO and LUMO (spin up / spin down) (eV): 6.4 / 5.7